[1]
A cluster of 2 separate species, C33H44N2P in total in a non-equilibrium geometry, computed with ωB97M-V/def2-TZVPD.

XYZ file:
```
80
Properties=species:S:1:pos:R:3:forces:R:3
C -2.446 1.442 3.983 -0.1 -0.1 0.0
C -1.417 1.882 2.941 -0.2 0.2 -0.3
C -0.392 2.823 3.567 0.1 0.0 0.0
C -2.118 2.515 1.734 0.3 -0.3 0.2
C -2.891 3.662 1.912 0.0 0.1 0.0
C -3.600 4.218 0.850 0.1 -0.3 -0.2
C -3.574 3.592 -0.403 0.3 0.1 0.6
C -2.791 2.447 -0.604 -0.2 -0.2 -0.5
C -2.848 1.755 -1.971 0.4 0.1 0.3
C -2.740 2.738 -3.142 0.1 0.1 0.0
C -4.121 0.921 -2.093 -0.3 -0.1 0.1
C -2.047 1.913 0.469 0.0 -0.1 0.1
N -1.291 0.662 0.335 0.2 1.5 -0.4
P 0.321 0.520 -0.286 -0.4 -0.6 0.5
H 1.167 0.358 1.034 -0.7 -0.1 -1.1
N -0.008 -1.143 -0.651 1.1 0.3 -1.1
C 0.689 -1.941 -1.664 -0.1 -0.1 -0.1
C 1.685 -2.831 -1.243 0.1 -0.1 0.5
C 2.060 -2.931 0.240 -0.2 0.1 -0.4
C 3.554 -2.734 0.457 0.1 0.2 -0.1
C 1.607 -4.270 0.820 -0.1 -0.1 0.0
C 2.292 -3.690 -2.160 -0.1 0.2 -0.5
C 1.944 -3.646 -3.516 -0.2 0.2 0.6
C 0.929 -2.780 -3.932 0.4 -0.2 0.1
C 0.299 -1.927 -3.022 -0.5 0.2 -0.1
C -0.862 -1.054 -3.518 0.4 0.1 0.3
C -2.139 -1.882 -3.643 -0.1 -0.3 0.1
C -0.549 -0.344 -4.839 0.1 0.1 0.0
C -1.270 -1.539 -0.234 -0.7 0.3 0.5
C -1.982 -0.540 0.309 0.1 -1.0 0.0
H -3.196 0.776 3.541 0.1 0.1 0.1
H -1.955 0.909 4.805 -0.1 0.1 -0.1
H -2.971 2.313 4.396 0.1 -0.2 0.0
H -0.890 0.994 2.580 -0.1 0.0 0.0
H 0.348 3.155 2.829 -0.1 0.1 0.0
H -0.879 3.712 3.986 0.2 -0.1 -0.1
H 0.141 2.307 4.374 -0.1 0.1 0.0
H -2.946 4.108 2.910 0.0 -0.1 -0.4
H -4.184 5.126 0.998 0.1 -0.2 0.0
H -4.173 3.997 -1.222 0.3 -0.1 0.3
H -1.981 1.084 -2.010 -0.2 0.2 0.0
H -1.895 3.423 -3.003 -0.2 -0.1 0.0
H -2.578 2.198 -4.085 -0.1 0.1 0.2
H -3.660 3.329 -3.246 0.2 -0.1 0.0
H -4.174 0.168 -1.296 0.0 0.1 -0.2
H -5.002 1.573 -2.002 0.2 -0.2 0.0
H -4.176 0.403 -3.060 0.0 0.2 0.2
H 1.531 -2.124 0.757 0.0 -0.1 0.0
H 3.870 -1.739 0.122 0.0 -0.1 0.0
H 3.787 -2.815 1.523 0.1 -0.2 -0.2
H 4.138 -3.480 -0.092 0.0 0.1 0.2
H 0.539 -4.443 0.642 0.2 0.0 0.1
H 2.164 -5.093 0.354 -0.1 0.1 0.1
H 1.787 -4.297 1.900 0.0 -0.1 -0.1
H 3.039 -4.401 -1.805 -0.1 0.2 -0.2
H 2.454 -4.289 -4.226 -0.1 0.0 0.1
H 0.624 -2.781 -4.984 0.1 0.1 0.5
H -1.014 -0.288 -2.748 0.0 -0.2 -0.2
H -2.416 -2.323 -2.678 0.0 0.1 -0.2
H -2.981 -1.273 -3.996 0.2 -0.1 0.1
H -1.986 -2.702 -4.359 -0.1 0.2 0.1
H 0.420 0.166 -4.790 -0.1 -0.1 -0.1
H -0.533 -1.052 -5.677 0.0 0.2 0.1
H -1.312 0.416 -5.055 0.1 -0.2 0.0
H -1.590 -2.554 -0.377 0.0 -0.2 0.0
H -2.981 -0.598 0.703 -0.1 0.0 0.1
C 2.485 0.547 2.716 -0.3 0.0 1.3
C 3.125 1.792 2.641 0.0 0.3 -0.2
C 4.453 2.113 2.909 -0.4 0.3 -0.2
C 5.525 1.263 3.175 0.5 -0.3 0.2
C 5.522 -0.124 3.294 0.4 0.3 0.1
C 4.427 -0.983 3.262 -0.5 -0.3 -0.1
C 3.088 -0.678 3.032 -0.1 -0.4 0.0
H 1.386 0.556 2.804 0.8 0.1 -0.3
H 2.484 2.639 2.376 0.2 -0.3 0.3
H 4.675 3.189 2.926 0.0 -0.5 -0.1
H 6.488 1.763 3.343 -0.4 -0.3 -0.1
H 6.483 -0.611 3.493 -0.3 0.3 -0.1
H 4.638 -2.040 3.475 -0.1 0.5 -0.1
H 2.392 -1.527 3.114 0.3 0.4 0.0
```
Forces are in eV/Å.

The calculation puts the calculated total energy at -47196.43169 eV. Its LUMO energy is -4.919 eV. The total charge is +1. The relative energy (zero: lowest compared OMol25 entry of this formula, charge and spin) is 0.5 kJ/mol.



[2]
A structure of composition C33H44N3NaO2S4Si2Te, computed with ωB97M-V/def2-TZVPD.

XYZ file:
```
90
Properties=species:S:1:pos:R:3:forces:R:3
Na 0.863 0.730 1.059 0.0 0.0 -0.2
S -0.458 -1.101 -0.724 0.0 0.0 0.0
C -1.837 -0.331 -1.214 0.0 0.1 0.0
N -3.014 -0.933 -1.396 0.0 0.0 0.0
C -4.130 -0.184 -1.956 0.0 0.0 0.0
C -3.599 0.657 -3.089 0.0 0.0 0.0
N -2.574 1.548 -2.556 0.0 0.0 0.1
C -2.567 2.908 -3.088 0.0 0.0 0.0
C -3.810 3.678 -2.707 0.0 0.0 0.0
C -4.518 4.380 -3.674 0.0 0.0 0.0
C -5.659 5.094 -3.333 0.0 0.0 0.0
C -6.105 5.101 -2.020 0.0 0.0 0.0
C -5.405 4.396 -1.050 0.0 0.0 0.0
C -4.262 3.689 -1.390 0.0 0.0 0.0
C -1.817 1.167 -1.520 0.1 -0.1 0.0
S -0.911 2.210 -0.610 0.0 0.0 0.0
C -3.277 -2.323 -1.011 0.0 0.0 0.0
C -4.158 -2.375 0.212 0.0 0.0 0.0
C -3.631 -1.994 1.443 0.0 0.0 0.0
C -4.429 -2.003 2.575 0.0 0.0 0.0
C -5.759 -2.395 2.485 0.0 0.0 0.0
C -6.288 -2.781 1.262 0.0 0.0 0.0
C -5.487 -2.770 0.127 0.0 0.0 0.0
H -4.602 0.448 -1.197 0.0 0.0 0.0
H -4.874 -0.894 -2.312 0.0 0.0 0.0
H -4.395 1.277 -3.501 0.0 0.0 0.0
H -3.190 0.030 -3.887 0.0 0.0 0.0
H -2.500 2.833 -4.176 0.0 0.0 0.0
H -1.668 3.399 -2.719 0.0 0.0 0.0
H -4.176 4.369 -4.702 0.0 0.0 0.0
H -6.202 5.638 -4.095 0.0 0.0 0.0
H -6.997 5.653 -1.752 0.0 0.0 0.0
H -5.747 4.400 -0.024 0.0 0.0 0.0
H -3.708 3.155 -0.627 0.0 0.0 0.0
H -2.318 -2.800 -0.828 0.0 0.0 0.0
H -3.756 -2.818 -1.858 0.0 0.0 0.0
H -2.592 -1.700 1.533 0.0 0.0 0.0
H -3.995 -1.713 3.522 0.0 0.0 0.0
H -6.382 -2.408 3.370 0.0 0.0 0.0
H -7.321 -3.093 1.190 0.0 0.0 0.0
H -5.898 -3.080 -0.829 0.0 0.0 0.0
O -1.352 -1.180 3.526 0.0 0.0 0.0
S -0.076 -0.514 3.495 0.0 0.0 -0.1
O -0.119 0.900 3.138 0.0 0.0 0.1
N 1.002 -1.219 2.510 0.0 0.0 0.1
C 2.013 -1.781 3.190 0.0 0.0 0.1
S 3.276 -2.619 2.530 0.0 0.0 0.0
C 1.906 -1.546 4.672 0.0 0.0 0.0
C 2.768 -1.963 5.673 0.0 0.0 0.0
C 2.474 -1.610 6.983 0.0 0.0 0.0
C 1.342 -0.858 7.292 0.0 0.0 0.0
C 0.472 -0.443 6.294 0.0 0.0 0.0
C 0.789 -0.799 4.998 0.1 0.0 0.0
H 3.641 -2.547 5.416 0.0 0.0 0.0
H 3.135 -1.925 7.780 0.0 0.0 0.0
H 1.137 -0.598 8.323 0.0 0.0 0.0
H -0.415 0.134 6.519 0.0 0.0 0.0
C 4.057 3.509 0.397 0.0 0.0 0.0
Si 5.148 2.025 0.042 0.0 0.0 0.0
C 5.002 0.773 1.423 0.0 0.0 0.0
C 6.927 2.604 -0.100 0.0 0.0 0.0
C 4.629 1.286 -1.606 0.0 0.0 0.0
Te 2.610 0.550 -1.613 0.0 0.0 0.0
C 3.156 -1.414 -0.947 0.0 0.1 0.0
Si 3.368 -2.674 -2.315 0.0 -0.1 0.0
C 3.868 -4.296 -1.525 0.0 0.0 0.0
C 1.760 -2.889 -3.252 0.0 0.0 0.0
C 4.706 -2.076 -3.486 0.0 0.0 0.0
H 4.333 3.964 1.352 0.0 0.0 0.0
H 3.001 3.235 0.452 0.0 0.0 0.0
H 4.160 4.273 -0.376 0.0 0.0 0.0
H 5.239 1.241 2.382 0.0 0.0 0.0
H 5.690 -0.065 1.292 0.0 0.0 0.0
H 4.002 0.342 1.505 0.0 0.0 0.0
H 7.269 3.071 0.826 0.0 0.0 0.0
H 7.031 3.339 -0.901 0.0 0.0 0.0
H 7.600 1.773 -0.321 0.0 0.0 0.0
H 5.259 0.451 -1.918 0.0 0.0 0.0
H 4.685 2.040 -2.394 0.0 0.0 0.0
H 2.421 -1.726 -0.204 0.0 0.0 0.0
H 4.086 -1.278 -0.392 0.0 0.0 0.0
H 3.114 -4.613 -0.802 0.0 0.0 0.0
H 4.812 -4.196 -0.986 0.0 0.0 0.0
H 3.984 -5.089 -2.267 0.0 0.0 0.0
H 0.969 -3.254 -2.594 0.0 0.0 0.0
H 1.885 -3.608 -4.065 0.0 0.0 0.0
H 1.425 -1.943 -3.684 0.0 0.0 0.0
H 5.661 -1.971 -2.964 0.0 0.0 0.0
H 4.443 -1.106 -3.914 0.0 0.0 0.0
H 4.856 -2.775 -4.311 0.0 0.0 0.0
```
Forces are in eV/Å.

The calculation puts the calculated total energy at -114310.31078 eV. Its LUMO energy is -0.681 eV. The relative energy (zero: lowest compared OMol25 entry of this formula, charge and spin) is 38.0 kJ/mol.



no.,Kohn-Sham gap (eV)
1,4.498
2,6.846